{"formula": "C5H10ClN5O2", "method": "the ωB97M-V functional and the def2-TZVPD basis", "species": ["C", "C", "C", "C", "C", "N", "N", "N", "N", "N", "O", "O", "Cl", "H", "H", "H", "H", "H", "H", "H", "H", "H", "H"], "xyz": [[1.371, 0.054, -0.048], [-0.686, 1.101, 0.292], [1.136, -1.111, -0.749], [-1.107, -1.258, -0.022], [-3.032, 0.347, 0.379], [-1.569, 0.123, 0.047], [-0.110, -1.485, -0.987], [2.101, -1.755, -1.419], [2.453, 0.575, 0.442], [-0.613, 2.363, 0.359], [2.348, 1.817, 1.057], [3.522, 0.085, 0.379], [-0.592, -1.766, 1.637], [-1.960, -1.933, -0.184], [-2.972, 0.781, 1.301], [-3.422, 0.917, -0.478], [-3.406, -0.704, 0.226], [-0.333, -1.981, -1.826], [3.017, -1.652, -1.094], [2.034, -2.708, -1.728], [0.073, 2.977, 0.750], [2.994, 2.108, 1.652], [-1.245, 3.105, 0.015]], "charge": 2, "homo_ev": [-15.3642, -17.7977], "orbital_gap_ev": [5.79, 6.29], "multiplicity": 3, "fmax_ev_per_a": 5.3, "s_squared": 2.04}

***

{"formula": "C5H10ClNO", "method": "the ωB97M-V functional and the def2-TZVPD basis", "species": ["O", "C", "C", "C", "Cl", "C", "C", "N", "H", "H", "H", "H", "H", "H", "H", "H", "H", "H"], "xyz": [[1.780, 1.818, -0.288], [0.549, 1.498, 0.298], [0.312, -0.011, 0.270], [-1.055, -0.416, 0.802], [-2.399, 0.114, -0.250], [1.418, -0.883, 0.893], [1.397, -1.686, -0.401], [0.655, -0.584, -1.049], [1.806, 1.248, -1.074], [0.537, 1.858, 1.341], [-0.285, 1.991, -0.244], [-1.150, -1.490, 0.888], [-1.234, 0.026, 1.809], [2.338, -0.295, 1.021], [1.199, -1.403, 1.836], [2.350, -1.905, -0.870], [0.803, -2.599, -0.335], [-0.132, -0.829, -1.643]], "homo_ev": -9.5523, "smiles": "OC[C@]1(CCl)CCN1", "orbital_gap_ev": 10.41, "multiplicity": 1, "fmax_ev_per_a": 0.9, "de_lowest_ev": 1.0075}

***

{"formula": "C5H10ClNO", "method": "the ωB97M-V functional and the def2-TZVPD basis", "species": ["C", "C", "C", "C", "N", "C", "O", "Cl", "H", "H", "H", "H", "H", "H", "H", "H", "H", "H"], "xyz": [[-0.175, 0.782, -1.445], [0.216, -0.079, -0.266], [-0.978, -1.034, 0.121], [0.528, 0.824, 0.973], [1.418, -0.843, -0.717], [2.805, -0.121, -1.431], [3.061, 1.020, -1.534], [3.615, -1.450, -2.095], [0.687, 1.291, -1.728], [-0.497, 0.105, -2.316], [-0.877, 1.581, -1.095], [-1.225, -0.762, 1.160], [-0.746, -2.103, 0.141], [-1.853, -0.896, -0.507], [-0.263, 1.574, 1.043], [0.619, 0.168, 1.801], [1.452, 1.323, 0.761], [1.704, -1.462, -0.026]], "homo_ev": -9.4007, "smiles": "CC(C)(C)NC(=O)Cl", "orbital_gap_ev": 10.11, "multiplicity": 1, "fmax_ev_per_a": 5.2, "de_lowest_ev": 1.5454}

***

{"formula": "C5H10ClNSi", "method": "the ωB97M-V functional and the def2-TZVPD basis", "species": ["C", "C", "C", "C", "C", "N", "Si", "Cl", "H", "H", "H", "H", "H", "H", "H", "H", "H", "H"], "xyz": [[-1.969, -0.148, 0.235], [-1.079, 0.995, 0.118], [2.293, 0.858, -0.257], [3.570, 1.533, -0.031], [-4.004, -1.350, 0.566], [-3.253, -0.190, 0.068], [0.720, 0.950, 0.777], [-1.576, 2.256, -0.906], [-1.532, -0.901, 0.989], [4.239, 1.888, -0.844], [3.552, 2.341, 0.775], [4.195, 0.861, 0.519], [-4.555, -1.766, -0.293], [-4.783, -1.066, 1.324], [-3.369, -1.978, 1.074], [2.145, 0.234, -1.062], [0.742, -0.456, 1.514], [0.781, 2.186, 1.657]], "homo_ev": [-8.1931, -9.5620], "orbital_gap_ev": [9.13, 8.31], "multiplicity": 3, "fmax_ev_per_a": 3.3, "s_squared": 2.03, "de_lowest_ev": 0.0000}

***

{"formula": "C5H10ClO3P2", "method": "the ωB97M-V functional and the def2-TZVPD basis", "species": ["C", "C", "C", "C", "C", "O", "O", "O", "P", "P", "Cl", "H", "H", "H", "H", "H", "H", "H", "H", "H", "H"], "xyz": [[2.569, 2.793, 0.159], [-1.683, 0.045, -0.891], [-2.721, -0.175, 0.228], [-1.312, -0.098, 0.590], [-0.629, -1.287, 1.122], [0.774, -1.560, -1.521], [0.854, -1.372, 0.912], [2.120, 0.462, -0.368], [1.591, 1.623, 0.755], [1.665, -1.127, -0.357], [3.328, -2.027, -0.238], [2.358, 3.781, 0.471], [3.350, 2.587, -0.506], [-1.687, -0.733, -1.616], [-1.543, 1.103, -1.295], [-3.358, 0.630, 0.448], [-3.374, -1.051, 0.201], [-1.143, 0.857, 1.109], [-0.997, -2.270, 0.838], [-0.693, -1.139, 2.204], [0.529, -1.042, -2.246]], "charge": 1, "homo_ev": -13.2569, "orbital_gap_ev": 9.83, "multiplicity": 1, "fmax_ev_per_a": 4.6, "de_lowest_ev": 0.0000}

***

{"formula": "C5H10CoO3", "method": "the ωB97M-V functional and the def2-TZVPD basis", "species": ["C", "O", "C", "O", "C", "C", "O", "C", "Co", "H", "H", "H", "H", "H", "H", "H", "H", "H", "H"], "xyz": [[-2.729, -0.784, -0.725], [-1.620, -1.590, -0.437], [-2.316, 0.680, -0.977], [-1.424, 1.130, 0.008], [1.573, 1.913, 0.133], [2.077, 0.806, 0.679], [1.440, -0.422, 0.541], [2.263, -1.562, 0.836], [-0.476, -0.405, 0.384], [-3.449, -0.795, 0.124], [-3.282, -1.151, -1.614], [-3.229, 1.307, -1.015], [-1.848, 0.740, -1.985], [0.554, 2.276, 0.266], [2.249, 2.590, -0.389], [2.843, 0.806, 1.459], [1.666, -2.455, 0.630], [3.149, -1.540, 0.189], [2.559, -1.544, 1.892]], "charge": 1, "homo_ev": [-13.0007, -12.9703], "orbital_gap_ev": [9.33, 5.68], "multiplicity": 5, "fmax_ev_per_a": 1.7, "s_squared": 6.02, "de_lowest_ev": 1.5966}

***

{"formula": "C5H10CuNO3S", "method": "the ωB97M-V functional and the def2-TZVPD basis", "species": ["Cu", "C", "C", "C", "C", "H", "H", "H", "H", "H", "H", "H", "H", "H", "O", "C", "O", "H", "O", "S", "N"], "xyz": [[-1.161, 0.435, 0.766], [2.767, -1.047, -0.583], [1.475, -0.991, 0.245], [0.792, -2.357, 0.205], [0.526, 0.121, -0.206], [3.459, -1.828, -0.237], [3.286, -0.087, -0.547], [2.524, -1.249, -1.632], [1.767, -0.803, 1.288], [0.460, -2.574, -0.817], [-0.094, -2.352, 0.841], [1.461, -3.167, 0.523], [0.274, -0.059, -1.266], [1.069, 1.077, -0.202], [-1.218, 4.815, -1.276], [-1.821, 3.739, -1.492], [-1.921, 2.706, -0.805], [-2.383, 3.705, -2.480], [-4.621, -0.167, 3.530], [-3.995, -0.219, 2.183], [-2.646, 0.302, 1.961]], "charge": -2, "homo_ev": -0.7511, "orbital_gap_ev": 6.36, "multiplicity": 1, "fmax_ev_per_a": 0.2, "de_lowest_ev": 0.0302}

***

{"formula": "C5H10CuO5", "method": "the ωB97M-V functional and the def2-TZVPD basis", "species": ["C", "C", "O", "Cu", "H", "H", "H", "H", "H", "O", "C", "C", "O", "C", "O", "O", "H", "H", "H", "H", "H"], "xyz": [[0.876, 0.525, 2.672], [-0.573, 0.572, 3.125], [-1.363, -0.440, 2.520], [-0.701, -2.358, 1.457], [1.456, 1.319, 3.164], [1.336, -0.439, 2.932], [0.953, 0.671, 1.585], [-1.011, 1.560, 2.911], [-0.638, 0.416, 4.211], [-1.306, -1.314, -0.390], [-1.101, -1.050, -1.716], [0.121, -0.152, -1.884], [0.306, 0.106, -3.301], [1.319, 0.821, -3.665], [2.172, 1.320, -2.908], [1.531, 1.062, -4.882], [-1.478, -0.278, 1.536], [-1.965, -0.533, -2.188], [-0.928, -1.969, -2.317], [1.021, -0.646, -1.493], [-0.028, 0.807, -1.368]], "homo_ev": [-8.6849, -8.6840], "orbital_gap_ev": [7.36, 6.31], "multiplicity": 2, "fmax_ev_per_a": 2.3, "s_squared": 0.76, "de_lowest_ev": 0.5879}